The following is a quantum chemistry calculation of a structure of composition C15H15IrN5O5SSe, from the Open Molecules 2025 dataset.

The HOMO-LUMO gap is 7.4 eV. The total energy comes out at -112497.392 eV. As for the net charge: +1.

Geometry (Å):
1 Ir 1.4112 -0.9805 -1.0832
2 C -3.7288 -2.1543 -0.7148
3 N -3.1904 -0.8527 -1.0946
4 C -3.9277 0.3008 -1.2790
5 C -3.0730 1.2763 -1.6004
6 N -1.7838 0.7153 -1.6248
7 C -1.8875 -0.6008 -1.3033
8 S -0.7675 -1.8598 -1.2259
9 C -0.6204 1.4605 -1.9304
10 C -0.7693 2.7829 -2.3341
11 C 0.3411 3.5379 -2.6427
12 C 1.5937 2.9574 -2.5614
13 C 1.6712 1.6438 -2.1645
14 N 0.5874 0.8957 -1.8404
15 H -4.8080 -2.0695 -0.6364
16 H -3.3104 -2.4659 0.2412
17 H -3.4762 -2.9016 -1.4648
18 H -4.9962 0.3268 -1.1621
19 H -3.2841 2.3047 -1.8064
20 H -1.7411 3.2344 -2.4274
21 H 0.2242 4.5666 -2.9559
22 H 2.4948 3.4992 -2.8072
23 H 2.6243 1.1372 -2.1254
24 N 0.6037 -1.6738 5.4261
25 C 0.3138 -1.8601 4.1192
26 O -0.2985 -2.8149 3.6918
27 C 0.7745 -0.7831 3.1682
28 C 1.0134 0.5381 3.5083
29 C 1.3625 1.4404 2.5122
30 C 1.4410 1.0005 1.2091
31 N 1.1884 -0.2735 0.8819
32 C 0.8744 -1.1497 1.8350
33 H 0.3369 -2.3988 6.0721
34 H 1.2338 -0.9631 5.7507
35 H 0.9088 0.8834 4.5290
36 H 1.5681 2.4756 2.7424
37 H 1.7161 1.6696 0.4068
38 H 0.6901 -2.1754 1.5477
39 O 4.7811 -3.0074 -2.3003
40 Se 3.4895 -2.2316 -1.8232
41 O 3.0369 -0.8276 -2.6156
42 O 3.3907 -1.6289 -0.2673
43 O 1.9911 -2.9741 -1.8505